# 1
The following is a DFT calculation (ωB97M-V/def2-TZVPD) of a cluster of 5 separate species, C4H16ClN8O4 in total.

Structure (ORCA input):
```
! RIJCOSX wB97M-V def2-TZVPD def2/J DEFGRID3
* xyz -1 1
Cl 22.7901 -13.1307 20.1568
C 28.1863 -17.2029 20.4821
O 29.1449 -17.6607 19.8800
N 27.0359 -17.2806 19.9379
N 28.1458 -16.5566 21.5978
H 26.2989 -16.6387 20.1924
H 26.9101 -17.7634 19.0597
H 27.2327 -16.3158 21.9559
H 29.0236 -16.3740 22.0629
C 25.9879 -8.3042 23.0104
O 26.5574 -7.2766 22.8960
N 24.7752 -8.4474 23.2849
N 26.5966 -9.4558 22.9055
H 24.1131 -7.7036 23.1160
H 24.3949 -9.3682 23.1190
H 27.5780 -9.4725 22.6675
H 25.9680 -10.1462 22.5204
C 15.6597 -14.4034 21.9736
O 14.5983 -14.3106 22.6249
N 15.6182 -15.0724 20.8437
N 16.7670 -13.8771 22.2541
H 14.8203 -15.6751 20.7011
H 16.4997 -15.3635 20.4459
H 17.6475 -14.0135 21.7784
H 16.8494 -13.5531 23.2072
C 20.3908 -19.6933 18.7443
O 19.7887 -18.8753 18.0978
N 21.1298 -19.3231 19.7702
N 20.5718 -20.9804 18.5059
H 21.1004 -18.3364 19.9839
H 21.5640 -19.9732 20.4096
H 21.1849 -21.4402 19.1638
H 19.9487 -21.4863 17.8928
*
```

Calculated values
**Frontier orbital gap**: 6.42 eV
**HOMO energy**: -4.29 eV
**E_LUMO**: 2.127 eV
**Energy relative to the best compared isomer or geometry (same formula, charge and spin)**: 427.85 kJ/mol
**M**: 275.7 g/mol

***

# 2
The following is a DFT calculation (ωB97M-V/def2-TZVPD) of a structure of composition C4H4LiO.

Structure (ORCA input):
```
! RIJCOSX wB97M-V def2-TZVPD def2/J DEFGRID3
* xyz 1 1
H -1.3663 0.5490 -0.2719
C -1.2319 0.8964 1.0969
C -0.0761 0.0346 1.0372
C 0.0200 -0.4461 -0.2722
C 0.8194 -0.6560 -1.2486
O 1.5120 -0.9811 -2.1545
Li 3.1938 -1.2872 -2.9462
H -1.0065 1.9629 1.0106
H -1.9154 0.6313 1.9125
H 0.0511 -0.7040 1.8362
*
```

Calculated values
**Frontier orbital gap**: 7.51 eV
**HOMO energy**: -12.60 eV
**E_LUMO**: -5.086 eV
**Energy relative to the best compared isomer or geometry (same formula, charge and spin)**: 307.23 kJ/mol
**M**: 75.0 g/mol

***

# 3
The following is a DFT calculation (ωB97M-V/def2-TZVPD) of a structure of composition C13H16Cl2N2O7Ta.

Structure (ORCA input):
```
! RIJCOSX wB97M-V def2-TZVPD def2/J DEFGRID3
* xyz 3 1
Ta 0.5731 -0.1235 0.5002
C 1.1298 1.8147 -3.0332
C 1.4217 0.4256 -2.5167
C 1.5283 -0.6425 -3.5763
O 0.2752 0.0294 -1.5452
C 2.6373 0.4279 -1.5913
O 3.7555 0.4841 -1.9275
O 2.2495 0.3300 -0.2395
H 0.2299 1.8177 -3.6495
H 1.9658 2.1172 -3.6660
H 1.0326 2.5431 -2.2276
H 0.6538 -0.6333 -4.2278
H 1.6639 -1.6350 -3.1474
H 2.4023 -0.4163 -4.1888
H -0.5677 -0.0603 -2.0227
C 0.9495 -4.9066 0.5543
O 1.5196 -4.0141 1.6047
C 1.3737 -2.7668 1.5826
O 0.7121 -2.1093 0.6830
N 1.9431 -2.0459 2.5531
N 1.7147 -0.6579 2.5068
H 1.0584 -5.8971 0.9780
H 1.5538 -4.7861 -0.3392
H -0.0919 -4.6426 0.4028
H 2.4564 -2.4715 3.3197
H 2.6138 -0.1652 2.4770
H 1.2342 -0.3607 3.3604
Cl -5.2923 4.1472 1.7930
C -4.1159 2.9698 1.4462
C -4.4975 1.7662 0.8375
C -3.5771 0.7591 0.5290
Cl -4.0794 -0.6956 -0.2100
C -2.2503 0.9653 0.8357
O -1.3121 0.0159 0.6080
C -1.8348 2.1827 1.4455
C -0.5008 2.4104 1.7632
O 0.4767 1.5902 1.5077
C -2.7891 3.1839 1.7525
H -5.5423 1.6048 0.5965
H -0.1985 3.3367 2.2503
H -2.4751 4.1087 2.2210
*
```

Calculated values
**Frontier orbital gap**: 6.55 eV
**HOMO energy**: -18.08 eV
**E_LUMO**: -11.534 eV
**Energy relative to the best compared isomer or geometry (same formula, charge and spin)**: 0.00 kJ/mol
**M**: 564.1 g/mol

***

# 4
The following is a DFT calculation (ωB97M-V/def2-TZVPD) of a structure of composition C6H5N2O4OsSe3Te.

Structure (ORCA input):
```
! RIJCOSX wB97M-V def2-TZVPD def2/J DEFGRID3
* xyz 1 5
Os 2.2031 -0.2989 0.2003
Se 4.4807 -0.4262 -0.3927
Se 5.8668 -1.3343 1.3505
Te 4.4110 -2.3970 2.9476
Se 2.0813 -1.7988 2.0346
C -1.0233 -2.5022 0.1307
C -0.9721 -1.0350 -0.0865
N 0.1053 -0.2523 -0.0606
C -0.3114 1.0382 -0.3370
C -1.6546 1.0393 -0.5073
N -2.0389 -0.2663 -0.3496
C -2.6949 2.0664 -0.8188
O -2.2880 3.3055 -0.9712
O -3.8351 1.7002 -0.9156
C 0.7145 2.0847 -0.4620
O 0.4377 3.2415 -0.6646
O 1.9491 1.6161 -0.3489
H -0.0251 -2.8887 0.3173
H -1.4298 -3.0031 -0.7482
H -1.6580 -2.7422 0.9838
H -3.0055 -0.5560 -0.4423
H -1.3129 3.4091 -0.8595
*
```

Calculated values
**Frontier orbital gap (alpha / beta)**: 6.91 / 6.08 eV
**HOMO energy (alpha / beta)**: -11.94 / -13.00 eV
**Expectation value of S²**: 6.025
**E_LUMO (alpha / beta)**: -5.028 / -6.913 eV
**M**: 723.8 g/mol

***

# 5
The following is a DFT calculation (ωB97M-V/def2-TZVPD) of the molecule H3NO4.

Structure (ORCA input):
```
! RIJCOSX wB97M-V def2-TZVPD def2/J DEFGRID3
* xyz 0 1
O -1.2086 -1.1592 0.5488
O -1.1951 0.3262 0.6835
N 0.1252 0.7344 0.8625
O 0.7870 1.1130 -0.2128
O 1.2192 -0.0593 -1.0381
H -1.2466 -1.2039 -0.4186
H 0.6053 -0.0477 1.4005
H 0.9136 0.2965 -1.8257
*
```

Calculated values
**Frontier orbital gap**: 11.55 eV
**HOMO energy**: -10.80 eV
**E_LUMO**: 0.753 eV
**Energy relative to the best compared isomer or geometry (same formula, charge and spin)**: 145.33 kJ/mol
**M**: 81.0 g/mol
**SMILES**: OONOO

***

# 6
The following is a DFT calculation (ωB97M-V/def2-TZVPD) of a structure of composition C31H38N3OPdSi.

Structure (ORCA input):
```
! RIJCOSX wB97M-V def2-TZVPD def2/J DEFGRID3
* xyz -1 1
Pd -0.3854 -1.0601 0.3643
C -1.6327 -1.9747 -1.0431
Si -2.7582 -0.5900 -1.3165
C -2.0419 0.9171 -2.2454
N -0.7997 1.5055 -1.7856
C -0.8071 2.1075 -0.4499
C -0.7356 3.6435 -0.4897
C -1.5276 4.1725 -1.6822
C -0.8992 3.6790 -2.9979
C -0.1474 2.3558 -2.7550
C -4.3136 -0.9218 -2.3982
C -4.2136 -1.0083 -3.7910
C -5.3139 -1.2799 -4.5933
C -6.5608 -1.4833 -4.0184
C -6.6882 -1.4201 -2.6381
C -5.5792 -1.1435 -1.8467
C -3.5297 -0.0504 0.3366
C -4.3999 1.0434 0.4174
C -4.9439 1.4545 1.6251
C -4.6400 0.7643 2.7937
C -3.7865 -0.3263 2.7382
C -3.2308 -0.7188 1.5243
H -1.0234 -2.2665 -1.9015
H -2.1047 -2.8600 -0.6067
H -2.8694 1.6498 -2.3577
H -1.8597 0.5450 -3.2614
H 0.0176 1.7030 0.1473
H -1.7298 1.8169 0.0540
H 0.3046 3.9760 -0.5713
H -1.1171 4.0486 0.4503
H -1.5843 5.2638 -1.6663
H -2.5554 3.8052 -1.6046
H -0.2067 4.4259 -3.4001
H -1.6789 3.5355 -3.7503
H 0.8620 2.5662 -2.3873
H -0.0263 1.8057 -3.6917
H -3.2487 -0.8720 -4.2688
H -5.1976 -1.3355 -5.6699
H -7.4233 -1.6927 -4.6401
H -7.6544 -1.5853 -2.1748
H -5.7035 -1.0973 -0.7706
H -4.6616 1.5819 -0.4891
H -5.6076 2.3111 1.6586
H -5.0637 1.0790 3.7405
H -3.5446 -0.8717 3.6427
H -2.5431 -1.5598 1.5027
C -0.4543 -3.7258 5.6019
N 0.5098 -2.6990 5.2052
N -0.1433 -1.5164 4.8079
C 0.3547 -1.0873 3.5549
O 0.0294 -0.0548 3.0106
C 1.2952 -2.1220 3.1484
C 1.3284 -3.0456 4.1136
C 2.0613 -4.3421 4.1448
C -0.6543 -0.6675 5.8065
C -1.4919 0.3899 5.4503
C -2.0010 1.2211 6.4344
C -1.6998 1.0134 7.7743
C -0.8653 -0.0375 8.1224
C -0.3371 -0.8730 7.1488
H -1.0489 -3.3557 6.4346
H 0.0901 -4.6082 5.9326
H -1.1202 -3.9891 4.7731
H 1.7741 -2.0729 2.1768
H 2.7992 -4.3550 3.3462
H 1.3842 -5.1843 3.9872
H 2.5664 -4.4871 5.1014
H -1.7187 0.5588 4.4095
H -2.6476 2.0399 6.1440
H -2.1073 1.6654 8.5363
H -0.6107 -0.2075 9.1613
H 0.3359 -1.6753 7.4165
C 1.3325 -1.6238 -0.3295
H 1.5584 -1.1499 -1.3021
H 1.4124 -2.7092 -0.5256
*
```

Calculated values
**Frontier orbital gap**: 5.03 eV
**HOMO energy**: -2.48 eV
**E_LUMO**: 2.544 eV
**Energy relative to the best compared isomer or geometry (same formula, charge and spin)**: 0.00 kJ/mol
**M**: 603.2 g/mol